# 1
DFT (ωB97M-V/def2-TZVPD) results for 4 unconnected molecules or ions with the total composition C26H64BN3O8.

CARTESIAN COORDINATES (ANGSTROEM)
C1 -4.0827 -2.2327 -0.4996
C2 -3.3322 -0.9143 -0.4843
C3 -4.1860 0.3750 -0.5792
C4 -5.7130 0.2436 -0.7254
C5 -6.3071 1.0657 -1.9162
B1 -6.6617 0.1663 -3.1653
O1 -5.8602 -0.8425 -3.6409
C6 -4.4630 -0.5846 -3.7529
C7 -3.9974 -0.6405 -5.2085
C8 -3.3762 -2.0039 -5.5647
O2 -3.0429 0.4000 -5.4449
H1 -3.4088 -3.0840 -0.5343
H2 -4.7218 -2.3078 -1.3769
H3 -4.7330 -2.3522 0.3630
H4 -2.7470 -0.8746 0.4324
H5 -2.5911 -0.9240 -1.2801
H6 -3.8009 0.9733 -1.3965
H7 -3.9896 0.9706 0.3058
H8 -6.0626 -0.7763 -0.8373
H9 -6.1749 0.6642 0.1601
H10 -5.6069 1.8385 -2.2371
H11 -7.2138 1.5650 -1.5915
H12 -7.7185 0.3116 -3.7127
H13 -3.9339 -1.3519 -3.1913
H14 -4.1686 0.3810 -3.3481
H15 -4.8185 -0.4552 -5.8911
H16 -3.6159 -2.7673 -4.8288
H17 -3.7282 -2.3509 -6.5305
H18 -2.2958 -1.9156 -5.6195
H19 -2.3828 0.3836 -4.7305
C9 -3.3496 7.7095 2.2512
O3 -1.9872 7.4259 1.9990
C10 -1.3802 6.5844 2.9747
C11 -0.9849 5.2572 2.3650
N1 -2.1633 4.4698 2.0227
C12 -1.8714 3.2658 1.2520
C13 -1.3154 3.4543 -0.1581
O4 -2.2385 4.0353 -1.0621
C14 -2.2513 5.4514 -1.0977
H20 -3.6797 8.4228 1.4979
H21 -3.9717 6.8108 2.1793
H22 -3.4831 8.1586 3.2400
H23 -2.0446 6.4342 3.8300
H24 -0.4788 7.0920 3.3305
H25 -0.3804 4.6968 3.0831
H26 -0.3566 5.4689 1.4891
H27 -2.8017 5.0491 1.4931
H28 -2.8057 2.7054 1.1666
H29 -1.1813 2.6422 1.8273
H30 -1.1008 2.4580 -0.5581
H31 -0.3636 3.9978 -0.1625
H32 -1.2649 5.8714 -0.8870
H33 -2.9796 5.8672 -0.3962
H34 -2.5502 5.7521 -2.1022
C15 4.3715 -0.1705 5.6902
O5 4.6703 -0.2930 4.3135
C16 4.1618 -1.4819 3.7141
C17 3.1105 -1.1545 2.6780
N2 1.9031 -0.6323 3.3120
C18 0.9226 -0.1059 2.3700
C19 1.3067 1.1265 1.5571
O6 1.4590 2.3023 2.3328
C20 2.7503 2.5058 2.8812
H35 4.8784 0.7206 6.0568
H36 3.2958 -0.0583 5.8640
H37 4.7359 -1.0358 6.2522
H38 3.7614 -2.1623 4.4708
H39 4.9993 -1.9816 3.2190
H40 2.8624 -2.0583 2.1232
H41 3.5508 -0.4375 1.9728
H42 2.1608 0.1029 3.9578
H43 0.0252 0.1440 2.9429
H44 0.6430 -0.9057 1.6762
H45 0.4792 1.3289 0.8707
H46 2.1901 0.9560 0.9309
H47 3.5333 2.0973 2.2385
H48 2.8374 2.0726 3.8809
H49 2.9014 3.5820 2.9735
C21 6.3120 -7.1903 -0.5441
O7 6.4315 -6.2310 -1.5774
C22 5.5102 -6.4130 -2.6468
C23 4.5420 -5.2520 -2.7170
N3 3.6385 -5.2574 -1.5735
C24 2.8067 -4.0644 -1.4569
C25 3.5036 -2.7362 -1.1785
O8 4.1127 -2.6619 0.0978
C26 5.4449 -3.1431 0.1650
H50 7.1152 -7.0056 0.1671
H51 5.3537 -7.1061 -0.0204
H52 6.4180 -8.2065 -0.9348
H53 4.9723 -7.3593 -2.5450
H54 6.0867 -6.4488 -3.5756
H55 3.9539 -5.3322 -3.6356
H56 5.1364 -4.3297 -2.7743
H57 4.1841 -5.3570 -0.7271
H58 2.0987 -4.2420 -0.6433
H59 2.2160 -3.9620 -2.3726
H60 2.7336 -1.9586 -1.1865
H61 4.2228 -2.4683 -1.9611
H62 5.9802 -2.9889 -0.7746
H63 5.4795 -4.2021 0.4343
H64 5.9564 -2.5858 0.9507

Computed properties:
SMILES string: CCCCCBOC[C@H](C)O.COCCNCCOC.COCCNCCOC.COCCNCCOC
HOMO energy: -0.314 Eh
Energy: -49522.3540 eV

# 2
DFT (ωB97M-V/def2-TZVPD) results for a single CH3NS2 molecule.

CARTESIAN COORDINATES (ANGSTROEM)
N1 0.9189 0.9917 -0.0054
S1 0.9903 -0.6896 -0.0485
C1 -0.7204 -1.0224 -0.0224
S2 -1.9128 0.0140 -0.0562
H1 1.7640 1.4055 -0.0305
H2 -0.0212 1.4158 0.0933
H3 -1.0187 -2.1150 0.0697

Computed properties:
Relative energy (zero: lowest compared OMol25 entry of this formula, charge and spin): 1.230 eV
SMILES string: NSC=S
HOMO energy: -0.307 Eh
Energy: -24244.8851 eV

# 3
DFT (ωB97M-V/def2-TZVPD) results for 2 unconnected molecules or ions with the total composition C9H21PS2.

CARTESIAN COORDINATES (ANGSTROEM)
C1 2.4320 -1.8637 -2.8209
C2 1.3896 -1.3863 2.7628
C3 -3.5177 0.4500 -0.9627
C4 -4.7432 2.4106 0.4228
C5 2.1154 -0.7427 -1.8307
C6 2.5199 -0.5401 2.1808
C7 2.3001 -1.2379 -0.3914
C8 -3.9132 1.0528 0.3600
C9 2.2885 -0.1398 0.6657
P1 -0.0385 2.3108 -0.3114
S1 3.2722 1.3293 0.2789
S2 1.8258 2.8260 -0.3393
H1 3.4361 -2.0134 -2.7819
H2 1.8304 -2.6855 -2.5671
H3 2.0425 -1.6783 -3.7486
H4 1.6978 -1.9386 3.5583
H5 0.9768 -2.0585 1.8747
H6 0.6142 -0.7887 3.0304
H7 -4.3293 0.3476 -1.5481
H8 -2.8357 1.1081 -1.5696
H9 -3.1087 -0.4815 -0.8772
H10 -4.4807 3.0247 -0.4875
H11 -4.3802 2.8834 1.2005
H12 -5.7551 2.1101 0.4245
H13 2.7420 0.0457 -1.9243
H14 1.1761 -0.2883 -1.8623
H15 2.5382 0.4618 2.6091
H16 3.3828 -1.1369 2.2212
H17 1.4892 -1.8277 -0.2955
H18 3.2405 -1.8247 -0.1772
H19 -4.5089 0.5090 1.0731
H20 1.2628 0.3691 0.8616
H21 -2.9619 1.3935 0.9713

Computed properties:
HOMO energy (spin up / spin down): -0.266 / -0.325 Eh
Energy: -40628.5113 eV
2S+1: 3

# 4
DFT (ωB97M-V/def2-TZVPD) results for a single C3H3ClO2S molecule.

CARTESIAN COORDINATES (ANGSTROEM)
O1 -0.5294 2.3157 -0.1197
C1 -0.0744 1.0591 -0.1534
C2 1.4645 0.7315 0.2010
Cl1 2.3224 -0.7744 -0.3582
C3 -1.0097 -0.1002 0.3609
O2 -0.5872 -0.6322 1.4595
S1 -2.2081 -0.7122 -0.6153
H1 1.5938 0.5907 1.2020
H2 2.1466 1.5314 -0.2567
H3 -1.2420 -1.1732 1.8196

Computed properties:
Relative energy (zero: lowest compared OMol25 entry of this formula, charge and spin): 1.918 eV
SMILES string: O=C(CCl)C(O)=S
HOMO energy: -0.349 Eh
Energy: -30609.7590 eV

Question: Which of these has the highest energy?
Answer: CH3NS2